No. 1
The following is a quantum chemistry calculation of 12 unconnected molecules or ions with the total composition C40H108F6N10O18 at a distorted geometry, from OMol25.

Calculated values
charge: +4
Kohn-Sham gap: 2.59 eV
HOMO level: -0.4236 hartree
energy above the lowest of the compared OMol25 structures with the same formula, charge and spin: 174.7 kcal/mol

Element x y z (Å)
F (2.711, 5.249, 1.743)
F (-1.270, 2.281, -0.114)
F (3.337, 6.866, 2.981)
F (3.623, 6.901, 0.868)
F (0.864, 2.590, 0.362)
F (-0.247, 1.111, 1.443)
O (4.819, 1.239, -0.417)
O (-4.045, -2.970, 1.295)
O (4.866, 4.496, 5.788)
O (-0.363, -0.699, -0.487)
O (-2.232, -3.510, -4.354)
O (-1.309, -5.320, -3.747)
O (0.107, 0.660, -2.150)
O (-5.097, -3.134, 3.078)
O (0.885, -2.278, -7.039)
O (-5.388, 4.667, -0.194)
O (-4.936, -2.163, -3.512)
O (0.431, 6.547, 2.581)
O (0.927, 8.526, 1.655)
O (-4.758, -4.837, 1.842)
O (-2.215, -4.184, -2.379)
O (1.649, -7.310, -0.090)
O (2.380, 2.950, -4.365)
O (-1.906, -5.352, 3.199)
N (-8.263, 5.711, -0.022)
N (-2.674, -3.075, 4.746)
N (3.760, 2.010, 5.268)
N (-0.294, 3.501, -3.877)
N (2.244, -10.046, -0.127)
N (-1.891, -4.313, -3.488)
N (1.679, -0.556, -4.717)
N (-2.561, -0.918, -2.377)
N (5.769, -0.898, 1.006)
N (-4.645, -3.647, 2.087)
C (-3.735, -1.298, -1.535)
C (-6.897, 6.141, 0.686)
C (0.258, 0.541, -0.787)
C (-0.846, -4.498, 3.662)
C (5.131, 5.813, 6.201)
C (0.911, -2.395, -3.237)
C (1.659, 3.155, 4.109)
C (3.155, 3.228, 4.545)
C (-1.457, -3.096, 3.796)
C (-7.235, 7.067, 1.908)
C (-0.201, -2.259, -8.026)
C (3.591, 3.419, -4.978)
C (3.450, 4.395, 5.468)
C (2.721, 6.562, 1.834)
C (-1.504, -6.736, 3.093)
C (-0.242, -2.947, 0.208)
C (2.162, 3.488, -3.081)
C (0.448, 5.061, -1.948)
C (1.025, -6.239, -0.919)
C (1.433, -2.025, -4.632)
C (0.450, -2.474, -5.766)
C (4.264, 2.385, 0.200)
C (0.351, -1.550, 0.415)
C (-0.431, 5.469, 2.212)
C (-0.078, 1.678, 0.227)
C (2.954, -7.649, -0.348)
C (0.862, 4.341, -3.267)
C (4.017, 0.012, -0.424)
C (-0.320, -2.171, 4.390)
C (-4.297, 3.588, -0.048)
C (4.318, -2.535, -0.164)
C (3.311, -9.016, 0.316)
C (-1.217, 4.910, 3.484)
C (-5.043, -1.397, -2.325)
C (-3.819, -0.236, -0.459)
C (-5.942, 5.004, 1.085)
C (1.285, 7.130, 1.607)
C (5.038, -1.149, -0.343)
C (4.675, -9.571, -0.205)
C (-6.181, -2.239, -4.258)
H (0.401, -2.045, 3.582)
H (6.743, -1.119, 0.857)
H (-3.368, 4.044, 0.294)
H (3.543, 1.152, 4.781)
H (6.145, 5.942, 6.580)
H (2.435, -2.422, -4.795)
H (-7.665, 6.522, 2.749)
H (3.026, 4.042, -2.714)
H (-6.526, -1.268, -4.614)
H (3.307, -0.081, 0.397)
H (-0.725, -3.212, -7.959)
H (-5.239, 5.418, 1.807)
H (-2.499, -1.642, -3.078)
H (-0.063, -1.940, -3.057)
H (-3.552, -2.312, -1.178)
H (4.364, 3.349, -4.212)
H (-4.181, 3.291, -1.090)
H (3.969, 2.181, 1.229)
H (-7.982, 5.114, -0.787)
H (-2.403, -7.223, 2.716)
H (1.413, -1.601, 0.176)
H (-3.921, 0.787, -0.820)
H (3.461, -2.418, 0.499)
H (1.120, -0.042, -4.051)
H (3.440, 0.030, -1.349)
H (4.958, -10.561, 0.154)
H (-0.349, -4.859, 4.562)
H (4.756, 2.163, 5.334)
H (5.454, -8.961, 0.253)
H (4.938, 6.475, 5.357)
H (1.027, 3.315, 4.982)
H (2.749, 4.441, 6.303)
H (-1.852, 5.730, 3.819)
H (5.761, 0.083, 1.244)
H (2.984, 5.222, 4.934)
H (-1.808, 3.998, 3.402)
H (-4.593, -0.363, 0.298)
H (-8.835, 6.495, -0.302)
H (-0.550, 4.747, 4.330)
H (-5.914, -1.742, -1.766)
H (0.255, -1.319, 1.476)
H (1.470, 2.262, 3.514)
H (-3.383, -3.719, 4.426)
H (-0.789, -1.228, 4.672)
H (3.854, 2.740, -5.789)
H (-1.268, 5.741, 1.570)
H (-6.445, 6.821, -0.036)
H (1.318, -9.645, -0.089)
H (0.724, -3.460, -3.103)
H (5.282, -1.464, 1.687)
H (1.078, -6.552, -1.962)
H (-8.856, 5.128, 0.551)
H (-0.962, -1.478, -8.007)
H (-0.225, 3.434, -4.883)
H (1.001, 5.023, -4.106)
H (3.489, 2.899, -0.369)
H (4.963, -3.375, 0.092)
H (-2.864, -0.210, 0.064)
H (0.345, -3.716, 0.710)
H (4.783, -9.623, -1.288)
H (-2.437, -3.468, 5.646)
H (-6.439, 4.103, 1.445)
H (1.503, -1.972, -2.426)
H (0.029, -2.625, 5.318)
H (-5.277, -0.409, -2.721)
H (1.400, -5.225, -0.780)
H (-2.942, -2.118, 4.925)
H (2.272, -10.267, -1.112)
H (2.052, 2.637, -2.409)
H (-6.833, -2.693, -3.512)
H (5.834, -1.144, -1.087)
H (3.278, -9.050, 1.405)
H (-1.253, -7.185, 4.054)
H (-1.221, 3.866, -3.714)
H (-1.292, -3.072, 0.473)
H (0.014, 4.632, 1.673)
H (3.169, -7.751, -1.412)
H (2.133, -10.858, 0.463)
H (-2.623, -0.008, -2.811)
H (0.215, -2.234, -9.033)
H (4.456, 5.862, 7.055)
H (-6.085, -3.028, -5.004)
H (3.759, 3.320, 3.643)
H (1.309, 5.608, -1.565)
H (3.413, 1.905, 6.210)
H (-0.470, -1.891, -5.705)
H (-4.667, 2.746, 0.537)
H (-0.203, 2.524, -3.635)
H (0.108, -3.499, -5.622)
H (3.574, 4.409, -5.432)
H (0.965, 6.735, 0.642)
H (-0.027, -6.195, -0.639)
H (-0.030, 4.472, -1.164)
H (-6.397, 7.580, 2.382)
H (0.031, -4.386, 3.025)
H (-0.250, 5.851, -2.228)
H (1.413, 4.031, 3.510)
H (-7.795, 7.961, 1.633)
H (-1.726, -2.730, 2.805)
H (3.882, -2.874, -1.103)
H (-1.742, -0.863, -1.788)
H (5.084, 3.102, 0.183)
H (-0.189, -3.156, -0.861)
H (1.329, 0.401, -0.637)
H (3.571, -6.838, 0.037)
H (1.416, -0.147, -5.602)
H (-0.678, -6.771, 2.382)
H (2.647, -0.282, -4.623)



No. 2
The following is a quantum chemistry calculation of a molecular structure, C39H24N8OPdS, from OMol25.

Calculated values
Kohn-Sham gap (alpha / beta): 5.00 / 5.00 eV
HOMO level (alpha / beta): -0.2340 / -0.2340 hartree

Element x y z (Å)
Pd (-0.202, -0.306, 0.973)
S (1.497, 1.736, -1.212)
O (0.484, 2.598, -0.543)
N (2.831, 0.265, 2.276)
N (1.549, -1.215, 0.878)
N (-1.358, 2.473, 2.457)
N (-3.202, -0.792, -0.445)
N (0.989, -3.013, -0.623)
N (0.561, 1.056, 2.176)
N (-1.937, 0.630, 1.026)
N (-0.960, -1.650, -0.258)
C (3.036, 4.053, 4.650)
C (5.087, -1.771, 1.578)
C (2.283, 2.773, -2.459)
C (-0.272, -2.688, -0.816)
C (-1.420, 0.095, -3.461)
C (3.190, 2.855, 3.972)
C (-0.966, -4.508, -2.538)
C (-3.586, 2.146, 1.501)
C (1.871, 1.115, 2.557)
C (-4.341, 3.210, 1.968)
C (1.815, -2.340, 0.152)
C (-6.214, 2.310, 0.714)
C (-2.394, -2.757, -1.656)
C (2.674, -0.806, 1.513)
C (-3.268, -4.258, -3.269)
C (-0.787, -1.001, -4.034)
C (3.751, -1.732, 1.199)
C (-5.665, 3.278, 1.563)
C (-0.094, 2.149, 2.636)
C (-2.032, -4.919, -3.319)
C (-0.716, 0.945, -2.619)
C (-2.231, -1.646, -0.731)
C (-3.465, -3.169, -2.439)
C (0.622, 0.689, -2.374)
C (1.264, -0.411, -2.925)
C (-5.454, 1.251, 0.245)
C (0.553, -1.255, -3.767)
C (0.839, 2.974, 3.398)
C (3.211, -2.697, 0.347)
C (0.681, 4.172, 4.076)
C (-2.191, 1.769, 1.717)
C (2.071, 2.326, 3.347)
C (3.989, -3.735, -0.151)
C (-1.164, -3.413, -1.706)
C (5.862, -2.805, 1.084)
C (1.798, 4.704, 4.702)
C (-3.059, 0.238, 0.355)
C (-4.131, 1.185, 0.654)
C (5.318, -3.777, 0.231)
H (6.907, -2.871, 1.358)
H (1.035, -2.129, -4.187)
H (1.716, 5.640, 5.240)
H (-2.472, 0.273, -3.650)
H (-7.252, 2.397, 0.420)
H (5.955, -4.574, -0.133)
H (2.873, 3.518, -1.927)
H (-3.905, 3.954, 2.621)
H (-0.007, -5.008, -2.574)
H (2.299, -0.625, -2.676)
H (-4.079, -4.610, -3.894)
H (-0.281, 4.667, 4.108)
H (5.497, -1.016, 2.236)
H (-1.190, 1.785, -2.124)
H (-1.349, -1.679, -4.666)
H (1.502, 3.252, -3.050)
H (3.887, 4.500, 5.149)
H (-6.290, 4.092, 1.908)
H (-1.915, -5.766, -3.983)
H (-4.414, -2.650, -2.394)
H (-5.868, 0.499, -0.414)
H (4.144, 2.344, 3.927)
H (2.925, 2.154, -3.086)
H (3.561, -4.479, -0.810)



Let's list DFT total energy in order: -4087.9445 -2540.1019 Eh.